Here is a molecular structure, C40H35F5GeN3NiO4S from the Open Molecules 2025 dataset. Energies are from ωB97M-V/def2-TZVPD.

Spin multiplicity: 3
HOMO (spin up / spin down) (eV): -4.35 / -4.60
Total charge: -1
Gap between HOMO and LUMO (spin up / spin down) (hartree): 0.236 / 0.245
⟨S²⟩: 2.007

The geometry in XYZ format:
```
90
C40H35F5GeN3NiO4S | the Open Molecules 2025 dataset | ωB97M-V/def2-TZVPD
Ni -1.17 1.75 0.19
O 1.10 1.76 6.80
C -0.27 1.51 6.53
C -0.55 1.66 5.07
C -1.84 1.86 4.60
C -2.05 1.94 3.24
N -1.07 1.91 2.35
C 0.19 1.79 2.79
C 0.48 1.60 4.14
C 1.25 1.94 1.78
C 2.53 2.34 2.13
C 3.48 2.56 1.14
C 4.90 2.89 1.52
O 5.52 1.84 2.24
C 3.09 2.37 -0.18
C 1.80 1.96 -0.45
N 0.89 1.76 0.50
H 1.26 1.63 7.73
H -0.90 2.21 7.10
H -0.53 0.49 6.84
H -2.67 1.93 5.29
H -3.05 2.06 2.85
H 1.49 1.42 4.46
H 2.80 2.51 3.16
H 4.92 3.76 2.18
H 5.48 3.12 0.62
H 5.32 1.01 1.79
H 3.79 2.53 -0.99
H 1.47 1.80 -1.47
S -0.90 2.81 -2.06
C -0.99 4.18 -1.03
C -0.98 5.51 -1.47
C -1.08 6.52 -0.54
C -1.17 6.20 0.82
C -1.16 4.87 1.17
N -1.07 3.88 0.29
H -0.92 5.71 -2.53
H -1.10 7.56 -0.85
H -1.27 6.97 1.57
H -1.22 4.58 2.22
O -1.21 -0.73 2.04
C -1.42 -1.03 0.86
O -1.06 -0.35 -0.17
C -2.25 -2.31 0.60
C -2.29 -2.78 -0.84
Ge -0.51 -2.88 -1.72
C 1.10 -2.68 -0.60
C 2.23 -2.01 -1.06
C 3.40 -1.98 -0.30
C 3.44 -2.59 0.94
C 2.32 -3.27 1.40
C 1.17 -3.32 0.63
C -0.54 -1.94 -3.45
C -0.20 -2.57 -4.64
C -0.33 -1.90 -5.86
C -0.82 -0.60 -5.89
C -1.17 0.03 -4.70
C -1.03 -0.63 -3.49
C -0.15 -4.79 -2.25
C 1.11 -5.08 -2.78
C 1.44 -6.35 -3.22
C 0.51 -7.38 -3.11
C -0.74 -7.12 -2.56
C -1.06 -5.84 -2.15
H -3.25 -2.03 0.95
H -1.88 -3.10 1.26
H -2.88 -2.07 -1.43
H -2.78 -3.76 -0.91
H 2.20 -1.53 -2.03
H 4.27 -1.47 -0.69
H 4.34 -2.56 1.54
H 2.35 -3.77 2.36
H 0.31 -3.88 0.99
H 0.15 -3.59 -4.63
H -0.06 -2.41 -6.78
H -0.93 -0.09 -6.83
H -1.54 1.05 -4.71
H -1.29 -0.14 -2.57
H 1.84 -4.28 -2.86
H 2.41 -6.54 -3.64
H 0.76 -8.38 -3.45
H -1.46 -7.93 -2.46
H -2.04 -5.65 -1.73
F -3.57 0.70 -1.12
C -3.22 1.56 -0.09
F -3.81 0.95 1.04
C -4.16 2.77 -0.31
F -3.97 3.39 -1.48
F -5.47 2.43 -0.27
F -3.99 3.70 0.67
```

---

Here is a molecular structure, C40H36As2N5O8RhS from the Open Molecules 2025 dataset. Energies are from ωB97M-V/def2-TZVPD.

Spin multiplicity: 5
ΔE to the lowest compared entry with this formula, charge and spin (kJ/mol): 0.00
HOMO (spin up / spin down) (eV): -13.74 / -13.73
Total charge: +2
Gap between HOMO and LUMO (spin up / spin down) (hartree): 0.255 / 0.188
⟨S²⟩: 6.098

The geometry in XYZ format:
```
93
C40H36As2N5O8RhS | the Open Molecules 2025 dataset | ωB97M-V/def2-TZVPD
Rh 0.78 0.05 0.58
N -7.75 -0.47 -5.36
C -6.81 -0.41 -4.70
C -5.64 -0.34 -3.88
C -4.39 -0.60 -4.44
C -3.25 -0.53 -3.65
C -3.37 -0.19 -2.30
C -4.62 0.07 -1.75
C -5.75 0.00 -2.54
C -2.14 -0.11 -1.45
C -1.55 -1.33 -1.08
C -2.03 -2.64 -1.49
C -1.19 -3.56 -0.96
C -0.22 -2.81 -0.21
N -0.43 -1.51 -0.26
C -1.70 1.17 -1.11
C -2.35 2.41 -1.46
C -1.61 3.42 -0.94
C -0.49 2.78 -0.28
N -0.53 1.47 -0.39
H -4.31 -0.85 -5.49
H -2.28 -0.72 -4.08
H -4.71 0.32 -0.70
H -6.73 0.19 -2.11
H -2.90 -2.81 -2.11
H -1.23 -4.63 -1.05
H 0.61 -3.21 0.36
H -3.26 2.48 -2.04
H -1.79 4.48 -0.99
H 0.32 3.27 0.25
S -0.47 0.39 7.11
C -0.29 0.28 5.38
C -0.49 -0.89 4.64
C -0.32 -0.85 3.28
N 0.01 0.26 2.60
C 0.18 1.39 3.31
C 0.05 1.44 4.68
C -0.28 -1.32 7.58
C -1.38 -2.07 7.97
C -1.17 -3.40 8.31
N 0.02 -3.99 8.28
C 1.07 -3.25 7.92
C 0.98 -1.91 7.57
H -0.78 -1.81 5.12
H -0.47 -1.75 2.69
H 0.46 2.27 2.75
H 0.22 2.38 5.19
H -2.36 -1.63 8.02
H -2.00 -4.02 8.62
H 2.03 -3.75 7.93
H 1.86 -1.35 7.31
C 7.02 -1.41 -4.43
O 6.42 -0.49 -3.48
C 5.28 -0.88 -2.95
O 4.73 -1.94 -3.12
C 4.63 0.14 -2.07
C 4.73 1.44 -2.29
As 3.76 2.93 -1.44
C 2.11 2.86 -2.52
C 3.28 1.93 0.21
C 3.02 0.61 0.39
As 3.27 -0.84 -1.05
C 1.88 -0.53 -2.44
C 3.32 0.03 1.76
O 4.10 0.47 2.55
O 2.61 -1.10 1.95
C 2.92 -1.87 3.13
C 3.42 2.82 1.41
O 2.42 3.11 2.04
O 4.63 3.26 1.59
C 4.87 4.14 2.71
C 5.47 2.02 -3.48
O 4.85 2.11 -4.51
O 6.68 2.53 -3.34
C 7.41 2.34 -2.11
H 7.99 -0.98 -4.67
H 6.39 -1.48 -5.31
H 7.14 -2.39 -3.97
H 2.44 2.71 -3.55
H 1.63 3.83 -2.43
H 1.44 2.06 -2.22
H 2.21 0.23 -3.14
H 0.90 -0.28 -2.05
H 1.82 -1.49 -2.95
H 2.48 -2.85 2.97
H 2.49 -1.39 4.01
H 4.00 -1.94 3.24
H 5.75 4.72 2.45
H 5.06 3.52 3.59
H 4.01 4.78 2.87
H 8.46 2.36 -2.39
H 7.17 1.39 -1.65
H 7.19 3.17 -1.44
```

---

Here is a molecular structure, C40H36AsCrIN2OPS2 from the Open Molecules 2025 dataset. Energies are from ωB97M-V/def2-TZVPD.

Spin multiplicity: 2
ΔE to the lowest compared entry with this formula, charge and spin (kJ/mol): 0.00
HOMO (spin up / spin down) (eV): -7.05 / -6.77
Total charge: 0
Gap between HOMO and LUMO (spin up / spin down) (hartree): 0.267 / 0.256
⟨S²⟩: 0.809

The geometry in XYZ format:
```
85
C40H36AsCrIN2OPS2 | the Open Molecules 2025 dataset | ωB97M-V/def2-TZVPD
Cr 0.39 0.19 0.54
O -0.25 0.07 2.53
C 0.92 -0.17 2.27
C 2.14 -0.41 3.05
C 2.29 -0.41 4.43
C 3.57 -0.54 4.93
C 4.66 -0.67 4.07
C 4.50 -0.69 2.69
C 3.22 -0.56 2.17
P 2.62 -0.53 0.44
C 3.95 0.25 -0.53
C 3.78 1.55 -1.00
C 4.79 2.16 -1.73
C 5.97 1.48 -1.99
C 6.14 0.18 -1.53
C 5.13 -0.43 -0.81
C 2.82 -2.28 -0.04
C 2.70 -2.59 -1.40
C 2.77 -3.90 -1.83
C 2.96 -4.93 -0.91
C 3.07 -4.63 0.44
C 3.00 -3.31 0.87
H 1.44 -0.28 5.08
H 3.74 -0.53 6.00
H 5.66 -0.75 4.48
H 5.36 -0.77 2.04
H 2.87 2.08 -0.79
H 4.65 3.17 -2.09
H 6.75 1.96 -2.56
H 7.06 -0.36 -1.74
H 5.26 -1.46 -0.48
H 2.53 -1.80 -2.12
H 2.68 -4.13 -2.88
H 3.02 -5.96 -1.24
H 3.21 -5.42 1.16
H 3.08 -3.09 1.93
S 0.69 0.35 -1.86
C -0.89 0.23 -2.62
C -0.97 -0.19 -3.95
C -2.18 -0.23 -4.61
C -3.35 0.16 -3.97
C -3.29 0.57 -2.65
C -2.07 0.60 -1.97
As -1.82 1.15 -0.14
C -3.49 0.73 0.75
C -4.70 1.36 0.43
C -5.87 0.99 1.08
C -5.84 0.01 2.06
C -4.64 -0.60 2.40
C -3.46 -0.24 1.75
C -1.97 3.08 -0.33
C -1.63 3.69 -1.53
C -1.65 5.08 -1.62
C -2.02 5.85 -0.53
C -2.36 5.23 0.67
C -2.33 3.85 0.77
H -0.06 -0.48 -4.46
H -2.22 -0.56 -5.64
H -4.30 0.14 -4.49
H -4.20 0.87 -2.14
H -4.72 2.15 -0.31
H -6.80 1.48 0.83
H -6.75 -0.28 2.57
H -4.60 -1.35 3.19
H -2.52 -0.69 2.03
H -1.33 3.10 -2.38
H -1.38 5.55 -2.56
H -2.04 6.93 -0.61
H -2.64 5.83 1.52
H -2.60 3.38 1.71
I 2.66 3.01 1.93
C 0.84 2.20 0.98
H 0.77 2.85 0.10
H 0.11 2.57 1.69
C -4.13 -2.54 -0.94
N -2.71 -2.27 -0.77
C -1.97 -2.73 0.23
N -2.55 -3.59 1.10
S -0.34 -2.32 0.45
H -4.48 -1.95 -1.78
H -4.69 -2.23 -0.05
H -4.31 -3.59 -1.15
H -2.25 -1.65 -1.41
H -3.44 -4.01 0.93
H -1.96 -3.97 1.82
```

---

Here is a molecular structure, C40H36Cl5FN2O4TeV from the Open Molecules 2025 dataset. Energies are from ωB97M-V/def2-TZVPD.

Spin multiplicity: 3
ΔE to the lowest compared entry with this formula, charge and spin (kJ/mol): 110.59
HOMO (spin up / spin down) (eV): -4.17 / -5.39
Total charge: -1
Gap between HOMO and LUMO (spin up / spin down) (hartree): 0.224 / 0.269
⟨S²⟩: 2.055

The geometry in XYZ format:
```
90
C40H36Cl5FN2O4TeV | the Open Molecules 2025 dataset | ωB97M-V/def2-TZVPD
V -0.84 2.57 -1.21
C -3.28 -3.81 3.11
C -4.22 -2.63 2.90
C -5.03 -2.29 4.15
C -4.10 -1.85 5.28
C -3.10 -0.83 4.80
C -2.44 -0.01 5.69
C -1.53 0.94 5.25
F -0.91 1.71 6.17
C -1.26 1.12 3.92
C -1.92 0.30 2.99
C -1.65 0.54 1.54
O -0.75 1.32 1.22
C -2.54 -0.20 0.64
C -3.35 -1.15 1.16
N -3.47 -1.45 2.47
C -2.82 -0.67 3.43
C -2.60 0.05 -0.84
O -3.44 -0.42 -1.58
O -1.63 0.84 -1.14
H -3.82 -4.68 3.48
H -2.50 -3.57 3.84
H -2.79 -4.08 2.18
H -4.90 -2.87 2.08
H -5.61 -3.16 4.45
H -5.73 -1.49 3.90
H -3.58 -2.71 5.69
H -4.68 -1.42 6.09
H -2.64 -0.09 6.76
H -0.57 1.87 3.56
H -3.96 -1.74 0.48
Cl -2.35 4.15 1.05
C -0.71 4.79 0.84
C 0.11 4.19 -0.10
C 1.31 4.83 -0.29
Cl 2.36 4.27 -1.59
C 1.72 5.95 0.43
Cl 3.27 6.70 0.16
C 0.88 6.49 1.40
Cl 1.37 7.86 2.34
C -0.37 5.91 1.60
Cl -1.46 6.59 2.77
C -0.61 3.54 -5.00
C -1.31 4.14 -3.80
O -2.02 5.12 -3.90
N -1.08 3.46 -2.63
Te 1.52 0.81 -2.04
C 3.43 -0.01 -1.66
C 3.96 -0.94 -2.55
C 3.23 -1.39 -3.78
C 5.23 -1.46 -2.30
C 5.98 -1.07 -1.20
C 7.35 -1.65 -0.95
C 5.44 -0.12 -0.35
C 4.18 0.43 -0.55
C 3.70 1.46 0.44
C 0.51 -1.07 -2.02
C -0.22 -1.46 -3.14
C -0.38 -0.60 -4.36
C -0.92 -2.66 -3.10
C -0.92 -3.48 -1.99
C -1.66 -4.79 -2.00
C -0.22 -3.05 -0.87
C 0.49 -1.85 -0.85
C 1.17 -1.46 0.43
H -0.75 4.18 -5.87
H -1.00 2.55 -5.20
H 0.46 3.42 -4.79
H 2.91 -0.53 -4.38
H 2.32 -1.95 -3.54
H 3.87 -2.02 -4.39
H 5.63 -2.19 -2.99
H 7.64 -2.33 -1.74
H 7.37 -2.20 -0.01
H 8.10 -0.87 -0.88
H 6.02 0.21 0.51
H 4.25 1.37 1.37
H 2.63 1.35 0.65
H 3.84 2.47 0.06
H 0.40 0.14 -4.47
H -1.34 -0.07 -4.31
H -0.40 -1.23 -5.25
H -1.49 -2.95 -3.98
H -2.41 -4.82 -2.78
H -2.15 -4.97 -1.04
H -0.97 -5.63 -2.16
H -0.24 -3.65 0.03
H 1.01 -2.23 1.18
H 0.76 -0.52 0.81
H 2.24 -1.32 0.30
```

---

Number 1: electronic energy -176694.556 eV. Number 2: electronic energy -201396.193 eV. Number 3: electronic energy -175412.468 eV. Number 4: electronic energy -151549.465 eV.